Record 1
Density functional theory data (wB97M-V/def2-TZVPD) for 5 unconnected molecules or ions with the total composition C25H41Br9Cl2F2O7 in a non-equilibrium geometry.

HOMO energy = -9.73 eV
net charge = 0

Geometry (Å):
C  -8.060  2.415  1.547
C  -7.764  2.833  -0.046
O  -8.344  3.909  -0.616
O  -6.878  1.921  -0.786
C  -5.544  2.559  -1.036
C  -4.601  1.386  -1.690
O  -3.177  1.686  -1.782
C  -2.528  2.058  -0.539
Br  -3.100  1.118  1.120
C  -0.917  1.641  -0.744
C  -0.730  0.169  -1.464
C  0.359  -0.812  -0.663
C  -0.487  -1.525  0.556
O  -0.008  -2.908  0.810
C  -1.072  -3.510  1.651
O  -0.956  -3.478  2.996
C  -2.462  3.707  -0.261
O  -2.913  4.014  1.131
C  -1.764  4.449  1.946
F  -1.375  5.885  1.714
C  -2.185  4.309  3.554
C  -1.898  2.791  4.155
O  -0.729  2.136  3.960
F  -2.931  2.079  4.976
C  -5.052  0.982  -3.253
Cl  -6.311  2.112  -3.992
C  -5.505  -0.626  -3.335
C  -6.859  -0.966  -2.477
Cl  -5.874  -0.993  -5.140
H  -7.074  1.905  1.929
H  -8.871  1.546  1.484
H  -8.425  3.323  2.188
H  -5.614  3.549  -1.656
H  -5.174  2.891  0.049
H  -4.862  0.391  -1.082
H  -0.328  1.698  0.289
H  -0.463  2.437  -1.502
H  -1.735  -0.471  -1.496
H  -0.417  0.297  -2.605
H  0.707  -1.605  -1.473
H  1.233  -0.123  -0.299
H  -0.367  -0.813  1.498
H  -1.644  -1.608  0.362
H  -2.029  -4.058  1.204
H  -3.053  4.323  -1.068
H  -1.333  4.083  -0.309
H  -0.791  3.811  1.799
H  -1.591  5.065  4.234
H  -3.337  4.523  3.729
H  -4.087  1.046  -3.953
H  -4.637  -1.327  -2.956
H  -7.085  -2.123  -2.660
H  -6.691  -0.874  -1.299
H  -7.807  -0.391  -2.854
Br  -0.941  -1.805  -4.798
C  0.630  -1.594  -5.935
C  1.870  -1.332  -5.112
Br  1.915  0.509  -4.471
H  0.404  -0.796  -6.647
H  0.718  -2.542  -6.475
H  2.769  -1.442  -5.725
H  1.952  -1.978  -4.234
Br  3.105  -2.272  -1.744
C  4.676  -2.060  -2.881
C  5.916  -1.799  -2.057
Br  5.962  0.043  -1.416
H  4.450  -1.262  -3.592
H  4.765  -3.008  -3.420
H  6.815  -1.909  -2.671
H  5.998  -2.445  -1.179
Br  7.689  -4.657  0.610
C  8.098  -3.525  2.145
C  7.589  -2.117  1.939
Br  8.743  -1.121  0.723
H  9.179  -3.578  2.302
H  7.589  -3.999  2.990
H  7.614  -1.558  2.878
H  6.578  -2.078  1.524
Br  7.717  -0.635  5.509
C  8.141  -2.192  6.605
C  9.617  -2.512  6.553
Br  10.089  -3.392  4.877
H  7.506  -3.010  6.257
H  7.844  -1.913  7.621
H  9.884  -3.229  7.335
H  10.257  -1.629  6.641

Table of Mulliken atomic charges, one value per atom, all in e: -0.73, 0.57, -0.54, -0.18, -0.32, -0.08, -0.32, 0.62, -0.08, -0.93, 0.04, -0.16, -0.23, -0.30, 0.20, -0.49, -0.61, -0.23, 0.35, -0.37, -0.54, 0.53, -0.46, -0.27, -0.20, -0.15, 0.01, -0.81, -0.20, 0.22, 0.27, 0.30, 0.31, 0.23, -0.03, 0.30, 0.35, -0.09, -0.05, -0.14, 0.44, 0.16, 0.19, 0.33, 0.21, 0.44, 0.20, 0.35, 0.26, 0.42, 0.31, 0.38, 0.16, 0.25, -0.13, -0.65, -0.52, -0.09, 0.40, 0.37, 0.43, 0.17, -0.02, -0.52, -0.53, -0.13, 0.34, 0.40, 0.39, 0.23, -0.17, -0.56, 0.08, -0.14, 0.29, 0.35, -0.23, 0.35, -0.15, -0.59, -0.55, -0.09, 0.36, 0.34, 0.34, 0.37


Record 2
Density functional theory data (wB97M-V/def2-TZVPD) for a molecular structure, C25H41Cl3MoO2P2 in a non-equilibrium geometry.

HOMO energy (spin up / spin down) = -12.77 / -14.22 eV
multiplicity = 3
energy relative to the best compared isomer or geometry (same formula, charge and spin) = 0.0 kcal/mol
expectation value of S² = 2.389
net charge = +2

Geometry (Å):
Mo  0.170  -0.996  1.049
C  -0.746  -2.560  2.297
C  0.590  -2.972  1.895
C  0.781  -1.009  3.165
C  -0.623  -1.337  3.066
C  1.530  -2.018  2.455
C  -2.051  -3.201  1.959
H  -2.019  -3.709  0.990
H  -2.840  -2.446  1.908
H  -2.344  -3.939  2.715
C  -1.707  -0.504  3.643
H  -2.693  -0.804  3.282
H  -1.538  0.549  3.375
H  -1.705  -0.542  4.739
C  1.305  0.154  3.922
H  1.053  0.074  4.986
H  0.826  1.076  3.562
H  2.384  0.259  3.816
C  3.017  -2.035  2.323
H  3.472  -2.624  3.128
H  3.417  -1.019  2.373
H  3.338  -2.457  1.363
C  0.956  -4.096  0.986
H  1.168  -5.004  1.562
H  1.844  -3.850  0.395
H  0.157  -4.314  0.271
C  -1.517  1.082  -3.506
C  -1.666  -0.241  -3.707
C  -0.941  -1.017  -4.754
C  0.584  -0.751  -4.918
C  1.299  -0.250  -3.710
C  1.513  1.059  -3.460
C  0.768  2.182  -4.104
C  -0.744  1.993  -4.406
H  -1.422  -0.842  -5.732
H  0.759  -0.103  -5.792
H  -1.063  -2.087  -4.532
H  -0.869  1.709  -5.466
H  -2.109  1.597  -2.742
H  -2.542  -0.744  -3.283
H  -1.215  2.985  -4.292
H  0.874  3.059  -3.446
H  2.344  1.399  -2.831
H  1.261  2.441  -5.058
H  1.048  -1.720  -5.163
H  1.767  -1.028  -3.093
P  -1.495  0.293  -0.035
C  -2.946  1.302  -0.118
C  -1.791  -1.343  -0.808
P  1.562  0.688  0.097
C  -0.015  1.026  -0.933
C  2.854  -0.267  -0.744
C  2.163  2.327  0.492
H  -2.886  2.032  0.706
H  -3.833  0.668  0.026
H  -3.054  1.838  -1.069
H  -1.476  -1.385  -1.856
H  -2.864  -1.553  -0.734
H  -1.234  -2.173  -0.308
H  2.185  2.936  -0.428
H  3.185  2.257  0.908
H  1.488  2.792  1.234
H  -0.125  2.109  -1.095
H  0.026  0.528  -1.902
H  3.723  -0.315  -0.073
H  3.170  0.172  -1.692
H  2.521  -1.300  -0.921
Cl  0.027  5.035  5.163
C  -1.117  3.816  4.588
Cl  -0.957  2.348  5.606
Cl  -2.793  4.398  4.679
C  -0.791  3.500  2.991
O  -0.805  4.562  2.362
O  -0.595  2.306  2.638

Table of Mulliken atomic charges, one value per atom, all in e: -1.33, 0.29, 1.44, 0.21, 0.77, 0.47, -1.21, 0.31, 0.42, 0.36, -0.86, 0.28, 0.00, 0.38, -0.78, 0.35, -0.05, 0.33, -1.64, 0.36, 0.39, 0.33, -1.57, 0.37, 0.33, 0.31, 0.08, -0.48, -1.05, -1.05, 0.27, -0.50, -1.24, -1.02, 0.35, 0.32, 0.38, 0.31, 0.18, 1.01, 0.44, 0.32, 0.79, 0.47, 0.45, 0.32, 1.75, -1.06, -0.89, 1.47, -0.28, -1.37, -1.02, 0.29, 0.49, 0.39, -0.06, 0.64, -0.04, 0.42, 0.47, 0.14, 0.71, -1.18, 0.43, 0.50, 0.32, -0.10, 0.63, -0.11, -0.11, -0.05, -0.54, -0.44


Record 3
Density functional theory data (wB97M-V/def2-TZVPD) for a molecular structure, C25H41N3NiP in a non-equilibrium geometry.

HOMO energy (spin up / spin down) = -10.31 / -10.06 eV
multiplicity = 3
energy relative to the best compared isomer or geometry (same formula, charge and spin) = 0.0 kcal/mol
expectation value of S² = 2.036
net charge = +1

Geometry (Å):
Ni  -0.538  -1.204  -0.135
C  4.551  -1.167  -0.770
C  3.109  -1.307  -1.255
C  2.827  -0.356  -2.421
P  1.769  -1.088  0.016
C  2.362  -1.963  1.549
C  2.616  -3.448  1.293
C  1.307  -1.758  2.643
C  1.884  0.651  0.554
C  3.024  1.249  1.059
C  3.040  2.584  1.468
C  4.289  3.212  2.008
C  1.854  3.322  1.360
C  0.698  2.750  0.891
C  0.670  1.388  0.497
N  -0.472  0.756  0.142
C  -1.671  1.497  0.039
C  -1.960  2.199  -1.140
C  -0.957  2.229  -2.262
C  -3.186  2.838  -1.247
C  -4.121  2.823  -0.217
C  -5.457  3.492  -0.387
C  -3.800  2.145  0.953
C  -2.592  1.476  1.099
C  -2.240  0.764  2.380
H  5.224  -1.531  -1.548
H  4.749  -1.742  0.135
H  4.801  -0.123  -0.587
H  2.957  -2.332  -1.610
H  2.968  0.681  -2.113
H  1.805  -0.468  -2.790
H  3.512  -0.561  -3.245
H  3.292  -1.488  1.869
H  1.674  -3.989  1.168
H  3.131  -3.894  2.145
H  3.231  -3.615  0.408
H  0.307  -1.989  2.259
H  1.297  -0.728  3.000
H  1.500  -2.412  3.495
H  3.937  0.675  1.152
H  5.056  2.464  2.200
H  4.085  3.744  2.937
H  4.692  3.940  1.300
H  1.846  4.360  1.672
H  -0.221  3.322  0.844
H  -0.556  1.231  -2.448
H  -0.115  2.878  -2.014
H  -1.415  2.604  -3.175
H  -3.423  3.367  -2.164
H  -5.369  4.397  -0.988
H  -5.896  3.752  0.575
H  -6.148  2.820  -0.900
H  -4.504  2.141  1.778
H  -3.126  0.592  2.990
H  -1.530  1.354  2.962
H  -1.760  -0.194  2.165
N  -2.700  -1.304  -0.519
C  -3.113  -1.933  -1.790
C  -2.788  -3.421  -1.823
C  -1.300  -3.739  -1.768
N  -0.706  -3.345  -0.472
H  -3.190  -1.760  0.245
H  -3.012  -0.338  -0.512
H  -2.587  -1.424  -2.600
H  -4.187  -1.806  -1.954
H  -3.193  -3.838  -2.746
H  -3.303  -3.926  -0.998
H  -0.778  -3.193  -2.556
H  -1.160  -4.808  -1.949
H  0.238  -3.708  -0.423
H  -1.225  -3.796  0.276

Table of Mulliken atomic charges, one value per atom, all in e: -0.59, -1.63, 0.50, -1.40, 1.60, 0.48, -1.67, -1.41, -0.47, -0.55, 0.29, -1.71, -1.11, -0.41, 0.72, 1.04, -2.22, 1.73, -1.43, -1.06, 0.57, -1.58, -0.95, 1.85, -1.38, 0.48, 0.37, 0.35, 0.56, 0.27, 0.33, 0.47, 0.56, 0.33, 0.46, 0.36, 0.10, 0.28, 0.53, 0.23, 0.37, 0.39, 0.34, 0.44, 0.55, 0.17, 0.29, 0.49, 0.47, 0.40, 0.39, 0.27, 0.45, 0.48, 0.28, 0.09, -0.38, -0.66, -0.74, -0.58, -0.35, 0.24, 0.08, 0.32, 0.43, 0.35, 0.31, 0.30, 0.45, 0.22, 0.24


Which calculated total energy belongs to each record? In order, -25789.7069 -3258.3854 -2991.0003 Eh.